Entry 1:
# C23H33NO7

The molecule C23H33NO7 (ωB97M-V with the def2-TZVPD basis set, the OMol25 dataset).

Properties
* structure (SMILES): CCCCCOc1ccc(NC(=O)[C@H]2O[C@H]3OC(C)(C)O[C@H]3[C@@H]3OC(C)(C)O[C@@H]32)cc1
* relative energy (zero: lowest compared OMol25 entry of this formula, charge and spin): 0.0 kcal/mol
* LUMO energy: 0.62 eV
* orbital gap: 0.3112 hartree

```
! RIJCOSX wB97M-V def2-TZVPD def2/J DEFGRID3
* xyz 0 1
C -7.0777 -2.5363 0.6215
H -6.8636 -2.5345 1.6883
C -5.8647 -2.0564 -0.1672
C -5.3623 -0.6806 0.2728
C -6.3434 0.4425 -0.0567
C -5.8167 1.8378 0.2948
O -4.7661 2.2518 -0.5549
C -3.4592 2.0500 -0.2350
C -2.5471 2.3942 -1.2362
C -1.1891 2.2669 -1.0443
C -0.7015 1.7824 0.1669
C -1.6033 1.4438 1.1679
C -2.9665 1.5735 0.9760
H -3.6267 1.2929 1.7810
H -1.2356 1.0650 2.1109
N 0.6657 1.6321 0.4303
C 1.6890 1.6020 -0.4463
O 1.6261 1.8384 -1.6346
C 3.0315 1.3031 0.2549
C 4.1319 0.9490 -0.7605
O 5.3556 1.5728 -0.4538
C 6.1557 0.6784 0.3004
C 6.1226 1.0191 1.7934
H 6.4607 2.0409 1.9375
H 5.1090 0.9131 2.1707
H 6.7729 0.3369 2.3322
C 7.5817 0.7318 -0.2499
H 7.5715 0.4818 -1.3071
H 8.2036 0.0190 0.2820
H 7.9768 1.7350 -0.1261
O 5.6057 -0.6231 0.1125
C 4.5017 -0.5416 -0.7563
H 4.7923 -0.8601 -1.7690
C 3.3994 -1.4819 -0.2800
O 2.4368 -1.6361 -1.2905
C 1.1806 -1.8118 -0.6686
C 0.9167 -3.2929 -0.3654
H 0.9504 -3.8597 -1.2908
H -0.0618 -3.3961 0.0934
H 1.6699 -3.6794 0.3168
C 0.0877 -1.2271 -1.5561
H 0.3851 -0.2440 -1.9073
H -0.0659 -1.8750 -2.4127
H -0.8312 -1.1436 -0.9839
O 1.2575 -1.0846 0.5544
C 2.6025 -0.9476 0.9342
O 2.8994 0.3589 1.3115
H 2.7995 -1.5317 1.8446
H 3.8666 -2.4455 -0.0280
H 3.8088 1.3011 -1.7451
H 3.3388 2.2292 0.7589
H 0.8850 1.2959 1.3610
H -0.5025 2.5342 -1.8294
H -2.9359 2.7681 -2.1698
H -6.6134 2.5699 0.1234
H -5.5295 1.8905 1.3493
H -6.5656 0.4235 -1.1256
H -7.2764 0.2963 0.4893
H -5.1748 -0.6983 1.3494
H -4.4134 -0.4814 -0.2303
H -5.0534 -2.7766 -0.0371
H -6.1111 -2.0264 -1.2306
H -7.3404 -3.5500 0.3277
H -7.9399 -1.8997 0.4416
*
```

---

Entry 2:
# C23H34As2BrCoN4O4

A structure of composition C23H34As2BrCoN4O4 in a non-equilibrium geometry (ωB97M-V with the def2-TZVPD basis set, the OMol25 dataset).

Properties
* relative energy (zero: lowest compared OMol25 entry of this formula, charge and spin): 0.0 kcal/mol
* LUMO energy (alpha / beta): -6.11 / -6.11 eV
* orbital gap (alpha / beta): 0.2551 / 0.2551 hartree

```
! RIJCOSX wB97M-V def2-TZVPD def2/J DEFGRID3
* xyz 2 1
Co -0.4614 -0.0085 0.4443
C -2.6921 -2.3367 2.0318
As -1.1481 -1.2190 2.3026
C 0.2357 -2.3709 2.9850
C -1.5797 0.0232 3.7064
C -1.7599 -0.3442 5.0322
C -2.0346 0.6334 5.9810
C -2.1284 1.9689 5.6080
C -1.9652 2.3382 4.2799
C -1.6922 1.3602 3.3352
As -1.6105 1.7109 1.4498
C -0.9480 3.5062 1.2073
C -3.4327 1.7233 0.8272
H -2.8653 -2.9159 2.9350
H -2.5072 -2.9991 1.1934
H -3.5604 -1.7209 1.8221
H -0.0914 -2.8062 3.9244
H 1.1392 -1.7846 3.1256
H 0.4160 -3.1620 2.2632
H -1.6777 -1.3788 5.3393
H -2.1698 0.3531 7.0187
H -2.3344 2.7266 6.3555
H -2.0530 3.3791 3.9985
H -1.6882 4.1965 1.6002
H -0.8119 3.7200 0.1518
H -0.0122 3.6326 1.7406
H -4.0112 2.4010 1.4463
H -3.8274 0.7161 0.9037
H -3.4646 2.0420 -0.2101
N 0.2562 1.0436 -1.0776
C 1.7496 0.9731 -1.0236
C 2.3255 2.3908 -1.0060
C 3.8417 2.5794 -0.9134
C 4.6838 1.9812 -2.0300
N 4.8088 0.5334 -1.8388
C 5.2214 -0.3172 -2.7548
N 5.7045 0.1198 -3.9193
N 5.1324 -1.6322 -2.5220
C 2.1918 0.1645 0.1844
O 3.3607 -0.1990 0.2501
O 1.2897 -0.0908 1.0847
H -0.0710 0.5220 -1.8797
H -0.0376 2.0077 -1.1734
H 2.0914 0.4344 -1.9035
H 1.8846 2.9217 -0.1526
H 1.9540 2.8926 -1.9076
H 4.2225 2.2173 0.0449
H 4.0220 3.6557 -0.9174
H 5.6743 2.4380 -1.9906
H 4.2473 2.2024 -3.0104
H 4.4259 0.1558 -0.9669
H 5.9463 1.0891 -4.0385
H 6.0488 -0.5245 -4.6088
H 4.7432 -1.9662 -1.6567
H 5.5504 -2.3050 -3.1392
Br -2.0045 -5.0482 -5.2074
C -2.7163 -3.7664 -4.0225
C -4.0762 -3.5000 -4.0336
C -4.5986 -2.5566 -3.1574
C -3.7681 -1.8872 -2.2749
C -2.4061 -2.1635 -2.2772
C -1.8741 -3.1045 -3.1520
C -1.4818 -1.4716 -1.3530
O -0.2383 -1.6177 -1.4084
O -2.0030 -0.7201 -0.4193
H -4.7226 -4.0271 -4.7237
H -5.6617 -2.3488 -3.1705
H -4.1685 -1.1512 -1.5902
H -0.8119 -3.3092 -3.1418
*
```

---

Entry 3:
# C23H34BCsF3K3N3O11S

A structure of composition C23H34BCsF3K3N3O11S in a non-equilibrium geometry (ωB97M-V with the def2-TZVPD basis set, the OMol25 dataset).

Properties
* LUMO energy: -6.54 eV
* orbital gap: 0.0325 hartree

```
! RIJCOSX wB97M-V def2-TZVPD def2/J DEFGRID3
* xyz 1 1
C -0.4295 2.1704 2.9448
C -0.1745 3.3580 1.9621
C -0.8500 3.1639 0.5807
N 0.0826 2.8838 -0.5489
C 0.4079 1.5066 -0.6343
N 1.2832 1.0138 0.2235
C 1.5404 -0.3176 0.0598
C 2.4576 -0.9092 1.0179
C 2.8076 -2.2642 1.0314
C 3.7938 -2.9185 2.1586
C 3.7639 -1.9431 3.4356
O 4.3417 -2.4913 4.6292
C 3.6800 -1.8243 5.7517
C 3.7167 -0.2833 5.6785
C 2.1794 -3.1078 -0.0901
C 1.2591 -2.4727 -1.0795
O 0.6800 -3.2626 -2.0824
B -0.5355 -3.7990 -1.6275
O -0.6652 -5.0134 -0.9729
O -1.7394 -3.0373 -1.8214
C 0.9202 -1.0688 -0.9874
N 0.0382 -0.5787 -1.9136
C -0.1959 0.7004 -1.6859
C -1.1694 1.4106 -2.6349
C -0.4878 2.5501 -3.4253
O 0.1682 2.3711 -4.4065
H -1.4171 2.2699 3.4222
H 0.2920 2.2194 3.7737
H -0.4076 1.2039 2.4257
H 0.9010 3.5731 1.9130
H -0.6380 4.2314 2.4472
H -1.3529 4.1106 0.3312
H -1.6375 2.3989 0.6272
H 0.9674 3.3107 -0.2776
H 2.8721 -0.2273 1.7607
H 3.3875 -3.9754 2.4108
H 4.8733 -3.0887 1.7925
H 4.2360 -1.0044 3.1078
H 2.6651 -1.6991 3.6298
H 2.6184 -2.1322 5.8181
H 4.1294 -2.1357 6.7228
H 3.4832 0.1827 6.6421
H 4.6987 0.0572 5.3051
H 2.9801 0.1324 4.9619
H 2.3710 -4.2343 -0.1952
H -1.0905 -4.8086 -0.1285
H -1.6561 -2.2499 -1.2573
H -1.9978 1.8138 -2.0350
H -1.5791 0.6662 -3.3322
H -0.6680 3.5832 -3.0607
K -3.7386 -3.0839 -2.5210
F 1.1422 -5.4807 -3.0769
O -7.6806 -4.5707 -2.9914
H -7.9410 -5.4885 -2.8735
H -7.7614 -4.4215 -3.9472
K 2.5869 -4.5020 3.5861
F -2.5621 6.1704 -0.4524
C -2.8486 6.4690 -1.7399
C -4.1501 6.3484 -2.1856
C -4.4418 6.6582 -3.5068
C -3.4304 7.0733 -4.3639
C -2.1264 7.1845 -3.8997
C -1.8313 6.8855 -2.5763
H -4.9229 6.0162 -1.5043
H -5.4582 6.5755 -3.8676
H -3.6600 7.3105 -5.3943
H -1.3380 7.5044 -4.5680
H -0.8225 6.9746 -2.1933
F 3.5351 -3.1092 8.2486
O 7.2413 -4.9534 4.9214
H 7.2841 -5.9063 5.1715
H 6.2984 -4.6348 4.8549
H 7.7434 -4.7737 4.0719
O -6.9291 -4.1031 -5.9046
S -7.1525 -2.6492 -5.9904
O -6.0419 -1.9492 -5.3260
O -8.4167 -2.3042 -5.3210
O -7.2414 -2.2398 -7.3989
K 3.5679 -3.6115 -2.0355
Cs 6.1923 -3.4235 0.4155
*
```